Computed, not measured: a molecular structure, C37H57Br2I2N4O9S at a distorted geometry, with the ωB97M-V functional and the def2-TZVPD basis.

The molecular weight comes out at 1147.6 u. The LUMO energy is -3.72 eV. As for the spin multiplicity: 1. As for the net charge: +1. For the HOMO energy, the calculation gives -10.098 eV. For the HOMO-LUMO gap, the calculation gives 6.375 eV.

Last column: Löwdin charge in e.
CARTESIAN COORDINATES (ANGSTROEM)
C 6.025 0.549 -2.079  -0.08
C 5.582 -0.987 -2.384  -0.22
O 4.488 -1.406 -1.504  -0.19
C 3.228 -0.921 -2.086  -0.22
C 1.926 -1.416 -1.290  -0.12
C 1.141 -0.342 -0.341  -0.18
C 2.510 0.310 0.273  -0.15
C 3.058 1.712 -0.100  0.01
C 4.404 2.155 0.532  -0.02
C 4.976 1.055 1.452  -0.04
C 4.356 -0.315 1.692  -0.08
N 3.148 -0.665 1.103  0.08
C 0.102 -1.064 0.741  -0.18
C 0.469 -2.545 1.253  -0.20
N 1.421 -2.701 2.381  0.00
C 0.207 -0.247 2.105  -0.16
C -0.593 -0.639 3.396  -0.69
O -1.124 -1.692 3.761  -0.02
Br -0.575 0.783 4.840  0.64
C -1.339 -1.048 -0.090  -0.23
C -1.842 -2.497 -0.693  -0.20
C -0.978 -3.569 -1.411  -0.23
C -2.049 -4.525 -2.230  -0.27
N -2.749 -5.502 -1.347  -0.02
C -2.629 -0.896 0.871  -0.17
C -3.270 0.345 1.558  -0.66
C -3.880 -0.157 3.015  -0.14
Br -2.363 2.047 1.969  0.75
N -1.317 -0.036 -1.231  -0.47
I -0.948 -0.635 -3.281  1.13
C -2.508 0.770 -1.596  -0.29
C -3.879 0.147 -2.019  -0.72
O -4.920 0.517 -1.385  -0.12
I -4.547 -1.179 -3.608  0.90
C 0.031 0.649 -1.009  -0.48
C -0.025 2.205 -0.548  -0.11
S 0.630 0.998 -2.826  0.72
H 6.922 0.846 -2.732  0.09
H 5.178 1.284 -2.286  0.04
H 6.376 0.556 -0.993  0.07
H 6.502 -1.653 -2.279  0.13
H 5.286 -1.000 -3.490  0.12
H 3.259 0.181 -2.373  0.09
H 3.213 -1.469 -3.113  0.14
H 2.350 -2.304 -0.677  0.14
H 1.279 -1.927 -2.065  0.05
H 2.541 2.400 -0.832  0.07
H 4.918 3.153 0.348  0.11
H 5.961 1.295 1.992  0.10
H 4.899 -1.053 2.388  0.13
H 0.868 -3.252 0.453  0.10
H -0.528 -3.011 1.615  0.14
H 2.339 -3.026 2.047  0.08
H 1.071 -3.485 2.969  0.08
H 0.104 0.869 1.821  0.07
H 1.272 -0.207 2.566  0.13
H -2.719 -2.271 -1.421  0.06
H -2.381 -3.110 0.133  0.13
H -0.224 -3.325 -2.212  0.06
H -0.559 -4.326 -0.643  0.11
H -2.785 -3.906 -2.842  0.08
H -1.446 -5.154 -2.990  0.12
H -2.039 -6.088 -0.886  0.07
H -3.226 -4.980 -0.598  0.06
H -3.547 -1.336 0.305  0.14
H -2.465 -1.696 1.694  0.11
H -4.252 0.693 1.038  0.09
H -3.209 0.148 3.878  0.02
H -4.889 0.381 3.196  0.09
H -4.140 -1.273 2.986  0.09
H -2.184 1.423 -2.502  0.10
H -2.765 1.578 -0.805  0.11
H -1.039 2.677 -0.436  0.04
H 0.546 2.909 -1.274  0.06
H 0.532 2.407 0.446  0.09
H 0.102 2.196 -3.269  0.04
O 2.009 2.462 -3.247  -0.21
C 2.606 3.445 -3.662  -0.39
O 2.026 4.419 -4.393  0.07
C 3.025 5.364 -4.808  -0.13
C 4.157 5.197 -3.824  -0.14
C 4.071 3.726 -3.479  -0.07
H 3.324 5.127 -5.832  0.14
H 2.609 6.372 -4.786  0.14
H 5.125 5.498 -4.227  0.13
H 3.963 5.796 -2.929  0.13
H 4.642 3.108 -4.178  0.15
H 4.383 3.534 -2.452  0.12
O -8.112 6.009 -2.019  0.12
C -7.724 4.879 -1.884  -0.48
O -6.416 4.507 -1.975  0.03
C -6.320 3.082 -1.872  -0.19
C -7.583 2.647 -1.167  -0.16
C -8.591 3.674 -1.638  -0.08
H -6.242 2.664 -2.881  0.13
H -5.425 2.815 -1.309  0.10
H -7.868 1.618 -1.390  0.12
H -7.451 2.733 -0.083  0.12
H -9.064 3.379 -2.578  0.14
H -9.342 3.880 -0.877  0.13
O 3.313 -5.127 7.829  0.12
C 2.692 -4.253 7.285  -0.48
O 3.263 -3.259 6.547  0.03
C 2.252 -2.331 6.138  -0.17
C 0.955 -3.101 6.205  -0.17
C 1.201 -4.061 7.349  -0.08
H 2.264 -1.477 6.823  0.13
H 2.465 -1.976 5.128  0.11
H 0.082 -2.462 6.349  0.11
H 0.811 -3.665 5.278  0.10
H 0.939 -3.621 8.314  0.14
H 0.677 -5.005 7.202  0.13

***

Computed, not measured: a molecular structure, C37H58AsCl2CsN8O4PS2Si2 at a distorted geometry, with the ωB97M-V functional and the def2-TZVPD basis.

The molecular weight comes out at 1108.9 u. The LUMO energy is 1.63 eV. As for the spin multiplicity: 1. As for the net charge: -1. For the HOMO energy, the calculation gives -3.686 eV. For the HOMO-LUMO gap, the calculation gives 5.313 eV.

Last column: Löwdin charge in e.
CARTESIAN COORDINATES (ANGSTROEM)
Cs 0.706 1.089 -0.805  0.92
O -2.370 3.537 -5.446  0.10
C -3.184 2.609 -5.006  -0.53
O -4.216 2.321 -5.582  0.06
C -2.807 1.884 -3.768  -0.06
C -3.545 0.824 -3.276  -0.02
N -2.930 0.399 -2.166  0.01
N -1.847 1.121 -1.882  -0.06
C -1.745 2.033 -2.835  -0.18
C -0.602 3.025 -2.828  -0.68
O -0.382 3.637 -3.901  0.01
O 0.056 3.138 -1.787  -0.43
H -1.519 3.630 -4.843  0.06
H -4.442 0.385 -3.663  0.13
H -3.232 -0.332 -1.539  0.13
N -1.482 -4.169 -0.073  -0.13
P -1.285 -3.016 1.209  1.08
C 0.124 -3.745 2.125  -0.39
C 0.853 -4.847 1.704  -0.10
C 1.926 -5.298 2.452  -0.11
C 2.286 -4.655 3.624  -0.11
C 1.562 -3.550 4.049  -0.11
C 0.489 -3.101 3.303  -0.12
C -2.591 -3.780 2.275  -0.35
C -3.531 -2.971 2.902  -0.09
C -4.547 -3.525 3.662  -0.08
C -4.639 -4.900 3.804  -0.09
C -3.683 -5.711 3.210  -0.09
C -2.662 -5.160 2.462  -0.10
C -0.721 -3.910 -1.185  -0.43
C -1.006 -4.417 -2.455  -0.02
C -0.127 -4.123 -3.482  -0.07
C 1.006 -3.365 -3.199  -0.07
C 1.202 -2.915 -1.907  -0.16
N 0.351 -3.161 -0.917  0.08
H -2.409 -4.545 -0.230  0.10
H 0.597 -5.346 0.782  0.10
H 2.491 -6.157 2.119  0.10
H 3.140 -4.998 4.193  0.10
H 1.836 -3.039 4.963  0.11
H -0.074 -2.236 3.626  0.09
H -3.470 -1.902 2.782  0.06
H -5.278 -2.879 4.132  0.10
H -5.448 -5.340 4.369  0.10
H -3.737 -6.784 3.329  0.10
H -1.914 -5.799 2.015  0.10
H -1.890 -5.015 -2.625  0.10
H -0.319 -4.480 -4.485  0.10
H 1.722 -3.124 -3.971  0.09
H 2.086 -2.345 -1.651  0.03
C 1.879 5.206 1.810  -0.12
N 1.390 4.062 2.539  -0.08
C 2.192 3.068 2.953  -0.88
S 3.834 3.260 3.173  0.59
N 1.580 1.893 3.234  -0.06
C 2.177 0.852 4.023  -0.14
H 1.246 6.065 2.033  0.08
H 1.853 5.015 0.732  0.09
H 2.902 5.409 2.125  0.03
H 0.419 3.797 2.294  -0.02
H 0.569 1.865 3.128  0.08
H 3.249 1.048 4.076  0.02
H 2.007 -0.123 3.566  0.03
H 1.768 0.841 5.038  0.08
Cl 2.224 -1.161 1.038  0.49
C 3.640 -1.940 1.759  -0.95
Cl 4.186 -3.280 0.753  0.55
H 3.360 -2.345 2.732  0.01
H 4.447 -1.213 1.824  0.04
C 5.468 -2.111 -3.056  -0.12
N 5.701 -0.856 -3.736  -0.24
C 6.162 -1.027 -5.100  -0.06
C 4.836 0.180 -3.444  -0.76
S 3.424 -0.088 -2.616  0.67
N 5.211 1.420 -3.857  -0.22
C 4.296 2.527 -3.700  -0.09
C 6.603 1.792 -3.974  -0.06
H 6.365 -2.725 -3.138  0.09
H 4.617 -2.657 -3.478  0.08
H 5.258 -1.916 -2.007  0.05
H 5.514 -1.727 -5.641  0.09
H 7.179 -1.427 -5.096  0.09
H 6.152 -0.081 -5.633  0.08
H 3.282 2.204 -3.931  0.06
H 4.581 3.320 -4.391  0.09
H 4.304 2.919 -2.677  0.10
H 7.242 0.953 -3.709  0.09
H 6.819 2.619 -3.292  0.10
H 6.836 2.116 -4.993  0.09
C -3.914 5.409 1.580  -0.24
Si -3.037 4.294 0.265  0.18
C -4.528 3.537 -0.678  -0.21
C -2.205 5.588 -0.865  -0.21
As -1.550 2.786 1.133  0.64
Si -3.041 1.420 2.197  0.16
C -4.499 2.100 3.261  -0.23
C -3.926 0.138 1.062  -0.24
C -2.003 0.385 3.459  -0.26
H -4.575 6.131 1.106  0.01
H -3.193 5.964 2.176  0.01
H -4.513 4.814 2.261  -0.01
H -5.262 4.279 -0.979  0.02
H -5.035 2.815 -0.042  0.00
H -4.204 3.019 -1.575  0.00
H -2.930 6.182 -1.414  0.02
H -1.556 5.108 -1.587  -0.01
H -1.592 6.267 -0.277  0.02
H -5.249 2.554 2.619  0.00
H -4.147 2.866 3.945  0.01
H -4.997 1.331 3.850  0.01
H -4.268 0.667 0.178  -0.01
H -4.798 -0.345 1.495  0.02
H -3.230 -0.636 0.742  -0.02
H -1.464 1.075 4.105  0.01
H -1.264 -0.227 2.942  -0.01
H -2.596 -0.265 4.096  0.01

***

Computed, not measured: a molecular structure, C37H58B2N8O2SV at a distorted geometry, with the ωB97M-V functional and the def2-TZVPD basis.

The molecular weight comes out at 751.6 u. The LUMO energy (alpha / beta) is -5.67 / -5.67 eV. As for the expectation value of S²: 0.754. As for the spin multiplicity: 2. As for the net charge: +2. For the HOMO energy (alpha / beta), the calculation gives -13.340 / -12.826 eV. For the HOMO-LUMO gap (alpha / beta), the calculation gives 7.667 / 7.153 eV.

Last column: Löwdin spin population.
CARTESIAN COORDINATES (ANGSTROEM)
V -0.157 0.536 -0.635  0.94
C 1.716 5.295 1.356  0.00
C 1.387 4.333 0.234  0.01
C 1.469 4.542 -1.128  0.00
C 1.048 3.312 -1.691  0.01
N 0.723 2.447 -0.744  0.00
N 0.946 3.067 0.452  0.00
B 0.514 2.361 1.759  0.00
N 1.344 1.108 1.871  0.00
N 1.483 0.381 0.674  0.00
C 2.756 -0.050 0.657  0.01
C 3.445 0.373 1.824  0.00
C 2.533 1.086 2.532  0.01
C 2.825 1.754 3.841  0.00
C 3.411 -0.731 -0.529  0.00
C 2.494 -1.179 -1.627  0.00
C 4.260 -1.888 0.008  0.00
C 4.356 0.346 -1.088  0.00
N -1.013 2.094 1.691  0.00
N -1.570 1.736 0.485  0.00
C -2.890 1.928 0.601  0.01
C -3.186 2.316 1.941  0.00
C -1.977 2.434 2.589  0.01
C -1.779 2.913 4.008  0.00
C -3.878 2.000 -0.525  0.00
C -3.254 1.551 -1.841  0.00
C -5.137 1.172 -0.291  0.00
C -4.252 3.496 -0.692  0.00
C 0.930 2.880 -3.122  0.00
C 0.154 1.586 -3.161  0.00
C 2.334 2.685 -3.731  0.00
C 0.205 3.955 -3.957  0.00
H 2.261 6.140 0.922  0.00
H 2.342 4.848 2.112  0.00
H 0.808 5.706 1.805  0.00
H 1.782 5.432 -1.675  0.00
H 0.734 3.073 2.749  0.00
H 4.456 0.079 2.087  0.00
H 3.852 1.513 4.123  0.00
H 2.205 1.421 4.662  0.00
H 2.727 2.837 3.760  0.00
H 1.739 -1.877 -1.279  0.00
H 3.092 -1.693 -2.389  0.00
H 1.972 -0.371 -2.127  0.00
H 3.693 -2.642 0.530  0.00
H 5.034 -1.563 0.682  0.00
H 4.779 -2.356 -0.818  0.00
H 3.796 1.201 -1.457  0.00
H 4.995 -0.045 -1.887  0.00
H 5.007 0.765 -0.333  0.00
H -4.149 2.614 2.297  0.00
H -2.775 3.046 4.441  0.00
H -1.269 3.888 4.003  0.00
H -1.229 2.185 4.620  0.00
H -2.796 0.557 -1.761  0.00
H -2.472 2.242 -2.162  0.00
H -3.968 1.471 -2.649  0.00
H -4.987 0.118 -0.521  0.00
H -5.939 1.519 -0.938  0.00
H -5.464 1.252 0.734  0.00
H -3.350 4.113 -0.871  0.00
H -4.751 3.902 0.178  0.00
H -4.925 3.596 -1.558  0.00
H 0.622 0.768 -2.567  0.00
H 0.107 1.164 -4.168  0.00
H -0.874 1.679 -2.794  0.00
H 2.953 2.003 -3.164  0.00
H 2.846 3.648 -3.681  0.00
H 2.250 2.363 -4.775  0.00
H -0.855 4.044 -3.729  0.00
H 0.338 3.798 -5.017  0.00
H 0.612 4.950 -3.740  0.00
C 2.432 -4.626 1.834  0.00
C 1.405 -4.391 0.754  0.00
C 1.908 -4.644 -0.659  0.00
O 0.995 -2.919 0.794  0.00
B -0.278 -2.940 0.414  0.00
O -0.899 -4.124 0.291  0.00
C 0.028 -5.060 1.018  0.00
C -0.098 -6.468 0.475  0.00
C -0.367 -4.996 2.467  0.00
H 3.470 -4.429 1.508  0.00
H 2.393 -5.675 2.055  0.00
H 2.211 -4.060 2.719  0.00
H 2.830 -4.083 -0.862  0.00
H 1.105 -4.405 -1.370  0.00
H 2.146 -5.682 -0.794  0.00
H 0.014 -6.509 -0.586  0.00
H -1.095 -6.887 0.640  0.00
H 0.660 -7.103 0.903  0.00
H -0.132 -4.051 2.930  0.00
H 0.144 -5.748 3.027  0.00
H -1.434 -5.170 2.484  0.00
N -0.862 -0.954 2.445  0.00
C -1.671 -1.339 1.478  0.00
N -1.171 -1.668 0.199  0.00
C -2.274 -2.019 -0.654  0.00
C -2.134 -2.385 -1.984  0.00
C -3.250 -2.842 -2.658  0.00
C -4.464 -2.955 -1.992  0.00
C -4.653 -2.592 -0.659  0.00
C -3.523 -2.121 -0.015  0.00
S -3.376 -1.591 1.649  0.00
H 0.098 -0.684 2.283  0.00
H -1.280 -0.780 3.342  0.00
H -1.157 -2.299 -2.462  0.00
H -3.177 -3.152 -3.713  0.00
H -5.350 -3.253 -2.533  0.00
H -5.632 -2.624 -0.175  0.00

***

Computed, not measured: a molecular structure, C37H58BN10OSTi at a distorted geometry, with the ωB97M-V functional and the def2-TZVPD basis.

The molecular weight comes out at 749.7 u. The LUMO energy (alpha / beta) is 2.57 / 2.57 eV. As for the expectation value of S²: 2.020. As for the spin multiplicity: 3. As for the net charge: -1. For the HOMO energy (alpha / beta), the calculation gives -2.688 / -4.688 eV. For the HOMO-LUMO gap (alpha / beta), the calculation gives 5.260 / 7.255 eV.

Last column: Löwdin spin population.
CARTESIAN COORDINATES (ANGSTROEM)
Ti 1.492 -1.981 -0.280  0.92
C 2.690 3.176 -2.653  0.00
C 1.301 3.483 -3.309  0.00
C 1.245 3.074 -4.784  0.00
C 0.161 2.769 -2.559  0.00
C -1.180 2.637 -2.916  0.00
C -1.815 1.922 -1.871  0.00
C -3.265 1.493 -1.764  0.00
C -3.544 0.112 -2.495  0.00
C -4.247 2.568 -2.287  0.00
N -0.869 1.633 -0.924  0.00
N 0.399 2.169 -1.380  0.00
B -1.008 1.177 0.601  0.00
N -1.119 -0.386 0.636  0.01
N -0.605 -1.252 -0.371  0.02
C -1.476 -2.325 -0.394  0.00
C -2.413 -2.210 0.668  0.00
C -2.061 -1.042 1.376  0.00
C -2.700 -0.597 2.631  0.00
C -4.249 -0.709 2.626  0.00
C -2.159 -1.358 3.882  0.00
C -1.364 -3.445 -1.386  0.01
C -1.104 -4.834 -0.810  0.00
C -2.589 -3.669 -2.303  0.00
N -0.275 1.837 1.765  0.00
N 0.650 1.202 2.549  0.00
C 0.929 2.053 3.560  0.00
C 0.062 3.192 3.552  0.00
C -0.671 3.079 2.410  0.00
C -1.745 3.997 1.868  0.00
C -2.447 4.507 3.142  0.00
C -1.138 5.072 0.878  0.00
C 1.879 1.687 4.664  0.00
C 2.030 0.222 4.898  0.00
C 1.620 2.477 5.927  0.00
H 2.943 3.754 -1.738  0.00
H 3.507 3.327 -3.350  0.00
H 2.789 2.080 -2.397  0.00
H 1.026 4.527 -3.198  0.00
H 1.286 1.972 -4.853  0.00
H 2.111 3.555 -5.293  0.00
H 0.288 3.380 -5.230  0.00
H -1.660 3.036 -3.846  0.00
H -3.439 1.398 -0.636  0.00
H -3.812 0.249 -3.559  0.00
H -4.354 -0.357 -1.886  0.00
H -2.692 -0.627 -2.542  0.00
H -5.003 2.293 -3.004  0.00
H -3.613 3.380 -2.653  0.00
H -4.669 3.062 -1.442  0.00
H -2.153 1.653 0.654  0.00
H -3.194 -2.849 1.036  0.00
H -2.404 0.419 2.751  0.00
H -4.547 -1.758 2.696  0.00
H -4.730 -0.381 1.668  0.00
H -4.791 -0.119 3.452  0.00
H -2.110 -2.450 3.723  0.00
H -2.856 -1.148 4.710  0.00
H -1.196 -0.974 4.207  0.00
H -0.524 -3.118 -2.036  0.00
H -2.016 -5.411 -0.656  0.00
H -0.549 -4.831 0.092  0.00
H -0.465 -5.390 -1.529  0.00
H -3.382 -4.034 -1.642  0.00
H -2.323 -4.367 -3.094  0.00
H -2.918 -2.754 -2.833  0.00
H 0.160 4.051 4.225  0.00
H -2.494 3.331 1.370  0.00
H -1.747 4.707 4.017  0.00
H -3.160 3.781 3.479  0.00
H -3.043 5.419 2.947  0.00
H -0.359 5.701 1.334  0.00
H -1.914 5.761 0.534  0.00
H -0.620 4.665 -0.035  0.00
H 2.852 2.091 4.291  0.00
H 1.113 -0.287 5.233  0.00
H 2.910 0.021 5.521  0.00
H 2.243 -0.200 3.873  0.00
H 0.553 2.673 6.099  0.00
H 2.045 3.480 5.839  0.00
H 2.140 2.017 6.758  0.00
C 3.921 -5.050 -2.224  0.02
C 2.999 -3.927 -1.895  0.12
N 2.663 -3.582 -0.648  0.18
N 3.276 -4.338 0.323  0.00
C 2.683 -4.287 1.530  0.06
N 3.109 -5.110 2.501  0.03
S 1.314 -3.278 1.879  0.01
C 2.516 -3.022 -2.884  0.13
C 3.016 -2.967 -4.197  0.03
C 2.730 -1.797 -4.919  0.08
C 1.860 -0.812 -4.336  0.09
C 1.356 -0.997 -3.061  0.03
N 1.618 -2.122 -2.397  0.13
H 3.537 -5.467 -3.142  0.00
H 4.899 -4.693 -2.498  0.01
H 3.932 -5.768 -1.382  0.00
H 3.736 -5.898 2.260  0.00
H 2.486 -5.158 3.321  0.00
H 3.542 -3.808 -4.593  0.00
H 3.206 -1.635 -5.900  0.00
H 1.605 0.091 -4.871  0.01
H 0.577 -0.342 -2.611  0.00
C 4.408 -0.461 0.293  0.00
C 3.032 -0.838 0.138  0.04
O 1.986 -0.070 0.259  0.05
H 4.705 0.147 1.129  0.00
H 4.623 0.121 -0.577  0.00
H 5.020 -1.388 0.298  0.00

***

For each record above, in turn, the calculated energy relative to the best compared isomer or geometry (same formula, charge and spin) values are 842.2, 193.5, 0.0, 108.5 kJ/mol.